{
  "formula": "Cd2H28O18P",
  "method": "the ωB97M-V functional and the def2-TZVPD basis",
  "s_squared": 0.75,
  "spin_multiplicity": 2,
  "e_tot_ev": -55727.4762,
  "lumo_ev": [-0.975, -1.025],
  "e_homo_ev": [-3.33, -9.74],
  "fmax_ev_per_a": 7.434,
  "symbols": ["Cd", "Cd", "P", "O", "O", "O", "O", "O", "O", "O", "O", "O", "O", "O", "O", "O", "O", "O", "O", "O", "O", "H", "H", "H", "H", "H", "H", "H", "H", "H", "H", "H", "H", "H", "H", "H", "H", "H", "H", "H", "H", "H", "H", "H", "H", "H", "H", "H", "H"],
  "positions_angstrom": [[2.1107, 1.3910, 0.0845], [-2.4411, -1.2016, -0.3565], [-0.0465, -0.0803, -0.1928], [-0.5819, -1.2139, -1.1053], [-4.1145, -0.9842, 0.8161], [1.3059, -0.3305, 0.6129], [-0.3547, 1.8339, -3.2037], [0.3177, 1.3295, -0.6934], [0.7596, -2.4388, 2.0436], [-1.2640, -0.1475, 0.7650], [-2.9772, 0.3013, -1.5949], [-1.2071, -0.9775, 3.2600], [2.8607, 0.5610, -1.8431], [1.1032, -3.3095, -1.1002], [1.4601, 2.6590, 1.6490], [-1.8090, -2.8786, 0.8418], [1.2168, -1.2778, -3.0361], [2.6202, 3.2219, -0.8454], [-1.0689, 3.3496, -0.1003], [3.4368, -1.5416, 1.7657], [-2.4462, 1.7859, 2.0195], [-0.4692, 0.9891, -3.6389], [-0.9054, -2.7359, 1.1234], [-0.6098, -1.7132, 3.1250], [1.5144, -3.0271, 2.0618], [1.7692, -3.2954, -0.4129], [2.8013, -0.9001, 1.4482], [0.4934, -2.6126, -0.8579], [-3.3150, 1.1388, -1.2776], [4.0232, -1.6864, 1.0231], [-1.2076, -0.5122, 2.4235], [-0.7030, 2.4778, -0.2497], [-4.4162, -1.2634, 1.6806], [-0.0556, 1.6112, -2.3221], [-1.9269, 1.0873, 1.6212], [-3.1239, 0.3262, -2.5405], [0.5119, -1.4098, -2.4021], [3.4996, 3.5877, -0.9405], [-4.6859, -0.2510, 0.5878], [1.2885, 2.3191, 2.5272], [2.3833, -0.1126, -2.3273], [1.5665, -2.1550, -3.1923], [3.5577, 0.8362, -2.4387], [2.1414, 3.5465, -1.6081], [-2.0899, -3.6576, 1.3221], [-2.4437, 1.5832, 2.9550], [-0.5908, 3.9173, -0.7047], [1.0363, 3.5172, 1.6368], [1.0757, -1.6567, 1.5913]],
  "atomic_forces_ev_per_a": [[7.09, 1.83, 1.27], [-3.17, -4.28, -1.03], [1.33, -0.10, 2.78], [3.69, 0.27, -2.50], [-2.32, 0.16, 0.86], [-3.40, -3.98, -0.23], [-0.56, 0.40, -0.99], [-4.96, -1.59, -2.72], [-1.00, -1.51, 0.39], [2.84, 3.53, 2.51], [-1.33, 1.91, -1.91], [-0.73, 0.05, 1.20], [0.90, 0.03, -0.62], [0.39, -0.91, -0.16], [-0.37, 1.00, 1.71], [-0.67, -1.46, 0.23], [0.66, 0.51, -1.15], [0.21, 1.74, -0.50], [-0.85, 1.29, 0.44], [0.42, -0.74, 0.48], [-0.90, 0.76, 0.44], [0.22, -0.22, -0.23], [1.27, 0.19, 0.48], [0.42, -0.12, 0.05], [0.30, -0.11, 0.18], [0.23, 0.00, 0.14], [-0.13, 0.37, -0.23], [-0.35, 0.33, 0.08], [0.14, 0.69, 0.35], [0.24, 0.11, -0.19], [0.18, 0.02, -0.41], [0.31, -0.36, -0.11], [0.27, -0.27, 0.49], [0.24, -0.10, 0.71], [0.45, -0.32, -0.40], [0.17, -0.03, -0.50], [-0.60, -0.05, 0.46], [0.78, 0.12, 0.20], [-0.23, 0.39, -0.02], [-0.03, -0.34, 0.47], [-0.84, -0.97, -0.51], [0.15, -0.28, 0.10], [0.41, 0.32, -0.04], [-0.56, 0.18, -0.76], [-0.23, -0.21, 0.04], [-0.02, -0.02, 0.30], [0.03, 0.11, -0.27], [-0.40, 0.55, -0.36], [0.33, 1.09, -0.51]]
}



{
  "formula": "Cl11O44Pb",
  "method": "the ωB97M-V functional and the def2-TZVPD basis",
  "e_above_lowest_kcal_mol": 0.0,
  "e_tot_ev": -232945.9217,
  "charge": -9,
  "lumo_ev": 15.550,
  "e_homo_ev": 10.70,
  "fmax_ev_per_a": 15.235,
  "symbols": ["Pb", "Cl", "Cl", "Cl", "Cl", "Cl", "Cl", "Cl", "Cl", "Cl", "Cl", "Cl", "O", "O", "O", "O", "O", "O", "O", "O", "O", "O", "O", "O", "O", "O", "O", "O", "O", "O", "O", "O", "O", "O", "O", "O", "O", "O", "O", "O", "O", "O", "O", "O", "O", "O", "O", "O", "O", "O", "O", "O", "O", "O", "O", "O"],
  "positions_angstrom": [[0.1319, 0.2439, 0.1246], [2.3606, -3.8083, 0.6506], [-3.3750, 0.0392, 2.7564], [-2.0068, -5.0385, 2.1359], [-2.8786, -1.0069, -2.0223], [-0.1455, 4.1556, 3.3332], [3.4796, 0.2472, -3.3872], [0.8611, -1.5411, 3.8521], [0.6979, 5.0122, -2.8210], [3.4293, 2.0640, 0.1494], [1.1131, -3.9848, -3.9442], [-3.6359, 3.8368, -0.8054], [3.2732, 1.6021, -3.9384], [-3.2758, 5.1565, -0.7764], [0.5118, -0.8516, 2.6660], [2.0850, 2.2088, -0.0878], [2.3994, -4.5110, 1.8931], [-4.5256, 3.5370, 0.2874], [-2.3261, 0.1919, 1.8875], [0.3048, -1.0166, 5.1191], [-1.5859, -1.0770, -1.6061], [-0.7387, -5.5698, 2.6108], [4.0378, 2.4906, -0.9008], [-4.2000, 1.2859, 2.7941], [2.1233, 4.8121, -2.9003], [-1.8130, -4.0392, 1.1553], [-0.0008, -4.4176, -4.6942], [3.7204, 2.7824, 1.3202], [3.9461, 0.7063, 0.2441], [0.0481, 5.5694, -4.0637], [4.7876, -0.0642, -2.7798], [2.3438, -4.8199, -0.4433], [2.2875, -1.3558, 3.8116], [3.7674, -0.6249, -4.5229], [3.6607, -3.1599, 0.7043], [-2.7604, -6.2421, 1.8607], [1.3021, -2.8175, 0.4781], [-3.6447, -0.5664, -0.9051], [-3.0448, -0.1028, 4.0697], [-4.1245, 3.1955, -2.0419], [0.6516, -2.9263, 3.9859], [-2.5584, 3.0824, -0.2826], [-3.2762, -2.1093, -2.7604], [-0.3684, 5.0571, 4.3857], [-4.1988, -0.9493, 2.2273], [1.6211, -5.2231, -3.2701], [-3.1315, -0.0526, -3.1258], [-0.9346, 2.9550, 3.4182], [-0.1805, 3.8953, -2.3754], [2.2653, -0.0669, -2.5865], [-0.3314, 4.7320, 2.0108], [0.4356, 6.0219, -1.7808], [0.7535, -3.0876, -2.9264], [-2.6384, -4.3071, 3.1675], [2.1327, -3.3822, -4.8382], [1.1680, 3.8389, 3.4874]],
  "atomic_forces_ev_per_a": [[-0.09, -0.36, 0.48], [2.19, -0.51, -1.18], [-5.77, 5.55, -1.74], [3.05, 1.02, 2.17], [-5.99, 5.92, -3.82], [-2.67, -2.20, -4.47], [0.80, -1.12, -1.38], [3.38, 0.06, 3.29], [-5.12, 0.69, 2.90], [0.48, -6.60, 7.76], [3.35, -1.41, 2.18], [0.32, -8.54, 3.60], [0.83, -0.75, 1.06], [0.08, 5.87, -2.06], [-3.19, 0.60, -1.61], [-7.08, -1.20, -0.16], [-2.07, -1.06, 1.37], [-4.47, 1.71, 0.01], [4.65, 0.63, -2.41], [-0.11, 1.19, -1.27], [6.71, -0.45, 1.62], [0.14, 0.11, -0.22], [7.21, 6.93, -11.49], [0.36, -0.43, -0.68], [-0.50, -0.46, -1.02], [-0.01, -1.17, -2.53], [-2.35, -0.37, -2.29], [1.06, 1.47, 2.45], [-1.74, -0.78, 1.80], [1.86, -0.57, -0.08], [-0.65, 2.49, 2.96], [-0.40, 1.45, 1.14], [1.63, 0.29, 1.39], [-2.96, -0.56, -2.14], [0.25, 1.01, -1.51], [-1.87, -0.79, -1.68], [0.62, -1.12, 0.35], [-1.00, -1.16, 0.47], [2.47, -2.40, 5.30], [-0.08, 2.38, 0.05], [-1.47, -1.80, -1.53], [3.51, -0.94, -1.84], [-1.20, -6.38, 0.58], [-2.65, 3.39, 3.05], [-1.99, -3.38, -0.26], [0.35, 0.97, -1.49], [1.41, 2.16, 0.95], [-0.56, 0.69, 0.67], [2.81, 0.59, -1.72], [2.51, 0.09, -1.07], [-0.51, 0.72, 1.14], [1.14, 0.60, -0.66], [-0.41, 1.04, 0.13], [-1.85, -0.13, 2.63], [-0.96, -1.06, 0.48], [6.55, -1.92, 0.32]]
}



{
  "formula": "Cl2FH",
  "method": "the ωB97M-V functional and the def2-TZVPD basis",
  "e_above_lowest_kcal_mol": 0.0,
  "e_tot_ev": -27777.7014,
  "lumo_ev": -1.119,
  "e_homo_ev": -11.11,
  "smiles": "ClCl.F",
  "fmax_ev_per_a": 0.312,
  "symbols": ["Cl", "Cl", "F", "H"],
  "positions_angstrom": [[-1.7649, -0.8019, -0.0196], [-1.7089, 1.1935, -0.0156], [1.8919, 0.2401, -0.0254], [1.5819, -0.6318, 0.0606]],
  "atomic_forces_ev_per_a": [[0.03, 0.16, 0.00], [0.00, -0.16, 0.00], [-0.10, -0.29, 0.03], [0.07, 0.30, -0.03]]
}



{
  "formula": "Cl2FHSi",
  "method": "the ωB97M-V functional and the def2-TZVPD basis",
  "e_above_lowest_kcal_mol": 53.0,
  "e_tot_ev": -35658.2532,
  "lumo_ev": -0.979,
  "e_homo_ev": -10.65,
  "fmax_ev_per_a": 1.296,
  "symbols": ["Cl", "Cl", "Si", "F", "H"],
  "positions_angstrom": [[0.2095, -0.0733, -2.6946], [0.3429, 1.3451, 1.6766], [-0.8890, -0.2721, 1.5074], [0.3643, -1.1912, 0.9592], [-0.0277, 0.1914, -1.4486]],
  "atomic_forces_ev_per_a": [[-0.14, 0.11, 0.49], [0.03, 1.06, 0.24], [0.93, -0.84, -0.33], [-1.03, -0.23, 0.11], [0.21, -0.10, -0.52]]
}



{
  "formula": "Cl2FZn",
  "method": "the ωB97M-V functional and the def2-TZVPD basis",
  "s_squared": 0.76,
  "spin_multiplicity": 2,
  "e_tot_ev": -76178.6936,
  "lumo_ev": [-2.369, -5.912],
  "e_homo_ev": [-10.43, -10.42],
  "fmax_ev_per_a": 3.528,
  "symbols": ["Zn", "Cl", "Cl", "F"],
  "positions_angstrom": [[-14.7071, 14.2320, 13.4219], [-15.4253, 15.2616, 11.3886], [-14.4773, 15.8634, 15.2137], [-12.8356, 14.2666, 12.6814]],
  "atomic_forces_ev_per_a": [[2.20, 2.58, 0.98], [0.53, -0.53, 0.45], [-0.62, -1.77, -1.44], [-2.11, -0.28, 0.01]]
}



{
  "formula": "Cl2H2",
  "method": "the ωB97M-V functional and the def2-TZVPD basis",
  "e_above_lowest_kcal_mol": 12.3,
  "e_tot_ev": -25077.0503,
  "lumo_ev": 0.707,
  "e_homo_ev": -10.85,
  "smiles": "Cl.Cl",
  "fmax_ev_per_a": 1.775,
  "symbols": ["Cl", "Cl", "H", "H"],
  "positions_angstrom": [[-1.8098, -0.0093, -0.0599], [1.0863, -0.1169, -0.0650], [1.6328, 1.0375, 0.0448], [-0.9094, -0.9113, 0.0802]],
  "atomic_forces_ev_per_a": [[-1.08, -0.20, 0.02], [1.77, 0.16, -0.08], [-0.04, -0.06, 0.03], [-0.65, 0.10, 0.03]]
}



{
  "formula": "Cl2H2NO3P",
  "method": "the ωB97M-V functional and the def2-TZVPD basis",
  "e_above_lowest_kcal_mol": 44.0,
  "e_tot_ev": -41995.4793,
  "lumo_ev": -2.154,
  "e_homo_ev": -10.64,
  "fmax_ev_per_a": 2.787,
  "symbols": ["Cl", "Cl", "P", "O", "O", "O", "N", "H", "H"],
  "positions_angstrom": [[-0.2812, -1.9491, -0.3373], [-0.4473, -0.6707, -1.9216], [-0.6015, 1.0093, 0.0359], [-1.8926, 0.3921, 0.2315], [1.1193, -2.4330, -0.3405], [-0.4223, 2.1893, -0.7557], [0.5961, 0.6005, 0.9851], [0.5327, -0.3445, 1.3152], [1.3967, 1.2062, 0.7874]],
  "atomic_forces_ev_per_a": [[-0.57, -0.70, -0.30], [0.12, -0.14, -0.96], [-2.39, 1.42, -0.20], [-0.81, -1.22, 1.02], [0.75, -0.52, 0.36], [1.18, 1.64, -0.91], [0.40, 0.60, -0.29], [1.10, 0.06, 0.62], [0.24, -1.15, 0.66]]
}



{
  "formula": "Cl2H2NPS",
  "method": "the ωB97M-V functional and the def2-TZVPD basis",
  "e_above_lowest_kcal_mol": 46.4,
  "e_tot_ev": -46691.4726,
  "lumo_ev": -1.554,
  "e_homo_ev": -10.25,
  "smiles": "N=P(S)(Cl)Cl",
  "fmax_ev_per_a": 3.294,
  "symbols": ["Cl", "Cl", "S", "P", "N", "H", "H"],
  "positions_angstrom": [[0.9549, -2.3072, 0.1821], [1.7384, 1.0459, 0.3289], [-0.7602, 0.0926, -1.7447], [-0.0351, 0.0891, 0.2738], [-0.6967, 0.4400, 1.5987], [0.5146, 0.2068, -2.1972], [-1.7159, 0.4328, 1.5583]],
  "atomic_forces_ev_per_a": [[-1.02, 2.44, 0.08], [-0.27, -0.41, -0.45], [0.49, 0.28, 1.09], [2.45, -2.07, -0.75], [-1.34, 0.09, -0.54], [-0.34, -0.13, 0.15], [0.05, -0.20, 0.42]]
}